# C37H30Cl2N6O2S3Sn

C37H30Cl2N6O2S3Sn as an isolated structure (the ωB97M-V functional and the def2-TZVPD basis, OMol25).

Positions of all 81 atoms, in Å:
Sn (-0.320, 0.655, 0.635)
C (-5.282, -2.569, 1.530)
S (-4.432, -3.269, 0.099)
C (-3.412, -1.978, -0.479)
S (-2.156, -2.355, -1.464)
N (-3.674, -0.729, -0.007)
N (-2.628, 1.354, 0.348)
C (-2.692, 2.793, 0.217)
C (-1.527, 3.498, 0.256)
C (-1.497, 4.942, 0.153)
C (-0.323, 5.607, 0.127)
C (0.915, 4.901, 0.204)
C (0.848, 3.551, 0.328)
N (-0.309, 2.847, 0.375)
H (-5.664, -3.424, 2.087)
H (-4.579, -2.026, 2.159)
H (-6.115, -1.931, 1.245)
H (-3.663, 3.270, 0.188)
H (-2.443, 5.465, 0.091)
H (-0.321, 6.687, 0.044)
H (1.868, 5.407, 0.183)
H (1.757, 2.966, 0.407)
C (-1.925, 1.567, -4.071)
O (-0.669, 0.890, -4.311)
C (-0.213, 0.517, -3.093)
N (-0.902, 0.800, -2.076)
C (-2.119, 1.483, -2.546)
C (-3.340, 0.750, -2.015)
C (-3.448, 0.570, -0.543)
C (-4.852, 0.111, -0.013)
C (-5.905, -0.149, -0.995)
C (-5.615, -0.154, -2.300)
C (-4.333, 0.305, -2.800)
C (1.053, -0.262, -3.102)
C (1.707, -0.579, -4.286)
C (2.850, -1.359, -4.202)
C (3.294, -1.782, -2.959)
C (2.578, -1.380, -1.837)
N (1.482, -0.638, -1.908)
C (2.973, -1.779, -0.461)
N (2.514, -1.265, 0.592)
C (3.104, -1.989, 1.720)
C (3.927, -3.113, 1.044)
O (3.878, -2.789, -0.370)
C (2.043, -2.501, 2.666)
C (2.382, -2.853, 3.969)
C (1.422, -3.359, 4.834)
C (0.111, -3.514, 4.402)
C (-0.232, -3.164, 3.105)
C (0.729, -2.658, 2.240)
H (-2.683, 1.065, -4.664)
H (-1.824, 2.594, -4.417)
H (-2.139, 2.478, -2.100)
H (-2.904, 1.087, 1.295)
H (-5.141, 0.463, 0.972)
H (-6.917, -0.302, -0.643)
H (-6.387, -0.388, -3.023)
H (-4.239, 0.381, -3.873)
H (1.317, -0.236, -5.233)
H (3.387, -1.638, -5.099)
H (4.171, -2.403, -2.846)
H (3.756, -1.298, 2.261)
H (3.468, -4.092, 1.179)
H (4.969, -3.147, 1.353)
H (3.401, -2.715, 4.315)
H (1.694, -3.622, 5.848)
H (-0.641, -3.899, 5.079)
H (-1.253, -3.275, 2.760)
H (0.456, -2.379, 1.229)
Cl (1.825, 1.140, 2.717)
C (1.034, 1.594, 4.212)
C (1.845, 2.100, 5.213)
C (1.286, 2.436, 6.432)
C (-0.074, 2.255, 6.625)
C (-0.860, 1.752, 5.603)
Cl (-2.556, 1.558, 5.933)
C (-0.346, 1.406, 4.340)
S (-1.401, 0.791, 3.089)
H (2.903, 2.221, 5.029)
H (1.903, 2.833, 7.226)
H (-0.540, 2.503, 7.568)

Values from the calculation:
LUMO energy, eV: 0.00
E, eV: -115272.6450
Net charge: 0